No. 1
The following is a quantum chemistry calculation of one molecule with the formula C6H12N2O3S in a non-equilibrium geometry, from OMol25.

Relative energy (zero: lowest compared OMol25 entry of this formula, charge and spin)   74.88 kcal per mole
E_HOMO   -9.212 eV
SMILES string   C[C@H](NC(=O)[C@@H](N)CS)C(=O)O
Frontier orbital gap   9.856 eV
DFT total energy   -26372.5886 eV

Structure (XYZ):
```
24
C6H12N2O3S (wB97M-V/def2-TZVPD)
C -1.217 -0.131 -1.180
C -0.596 0.695 -0.059
C -2.381 -0.770 -0.418
C 1.224 0.696 1.503
C 2.495 1.091 0.720
C 1.853 -0.351 2.519
H -0.669 -1.920 -2.090
H 0.537 -0.377 -2.061
H -1.718 0.494 -2.101
H -2.084 -1.400 0.502
H -2.902 0.167 -0.160
H -3.240 -1.019 -2.670
H 0.365 -1.117 0.509
H 0.621 1.436 1.904
H 2.492 -1.008 1.892
H 2.267 0.162 3.496
H 1.006 -0.995 2.821
H 4.128 2.173 0.961
N -0.215 -1.153 -1.577
N 0.317 -0.077 0.586
O -0.736 1.883 -0.060
O 2.951 0.507 -0.269
O 3.317 2.046 1.366
S -3.378 -1.928 -1.430
```

For reference, the natural (NBO) charges in units of e are:
1. C -0.14
2. C 0.66
3. C -0.54
4. C -0.14
5. C 0.79
6. C -0.62
7. H 0.39
8. H 0.40
9. H 0.20
10. H 0.23
11. H 0.23
12. H 0.13
13. H 0.45
14. H 0.25
15. H 0.23
16. H 0.25
17. H 0.22
18. H 0.49
19. N -0.88
20. N -0.63
21. O -0.60
22. O -0.59
23. O -0.71
24. S -0.06

No. 2
The following is a quantum chemistry calculation of one molecule with the formula C6H12N2O4 in a non-equilibrium geometry, from OMol25.

Relative energy (zero: lowest compared OMol25 entry of this formula, charge and spin)   86.66 kcal per mole
E_HOMO   -9.970 eV
SMILES string   C[C@@H](O)[C@H](N)C(=O)NCC(=O)O
Frontier orbital gap   10.358 eV
DFT total energy   -17583.9528 eV

Structure (XYZ):
```
24
C6H12N2O4 (wB97M-V/def2-TZVPD)
C -1.295 -0.621 -0.211
C 0.123 -0.192 0.470
C -2.420 0.259 0.368
C -2.107 1.661 -0.315
C 2.356 0.879 0.431
C 3.191 -0.311 -0.076
H -1.271 -2.471 0.828
H -0.856 -2.534 -0.796
H -1.042 -0.458 -1.226
H -2.132 0.339 1.565
H -3.173 -1.337 -0.226
H -1.952 1.487 -1.445
H -1.364 2.028 0.346
H -3.088 2.244 -0.318
H 0.837 0.672 -0.940
H 2.982 1.696 -0.113
H 2.544 0.946 1.530
H 4.994 -0.567 -0.444
N -1.466 -1.994 -0.121
N 0.912 0.897 0.058
O 0.730 -1.052 1.303
O -3.786 -0.433 0.037
O 2.794 -1.098 -0.867
O 4.488 -0.040 0.163
```

For reference, the natural (NBO) charges in units of e are:
1. C -0.15
2. C 0.66
3. C 0.09
4. C -0.65
5. C -0.34
6. C 0.79
7. H 0.41
8. H 0.39
9. H 0.20
10. H 0.18
11. H 0.49
12. H 0.21
13. H 0.23
14. H 0.24
15. H 0.39
16. H 0.24
17. H 0.25
18. H 0.50
19. N -0.84
20. N -0.63
21. O -0.64
22. O -0.74
23. O -0.59
24. O -0.69

No. 3
The following is a quantum chemistry calculation of C6H12N2O4S as an isolated structure in a non-equilibrium geometry, from OMol25.

Relative energy (zero: lowest compared OMol25 entry of this formula, charge and spin)   155.14 kcal per mole
E_HOMO   -8.961 eV
Frontier orbital gap   9.102 eV
DFT total energy   -28416.1281 eV

Structure (XYZ):
```
25
C6H12N2O4S (wB97M-V/def2-TZVPD)
C -1.561 1.693 -0.285
C -0.301 0.802 -0.033
C -1.595 2.772 0.922
C 1.076 -1.201 -0.332
C 0.874 -2.370 -1.577
C 1.676 -1.544 1.042
H -3.226 1.497 -1.452
H -3.540 1.251 0.550
H -1.447 2.046 -1.314
H -1.585 2.038 1.793
H -2.721 3.101 0.858
H 0.236 3.013 1.313
H -0.880 -0.846 -0.898
H 1.736 -0.409 -0.887
H 2.007 -0.615 1.728
H 1.121 -2.310 1.750
H 3.064 -3.675 0.919
H 2.747 -3.129 -0.973
N -2.786 1.009 -0.427
N -0.132 -0.555 -0.275
O 0.680 1.408 0.441
O -0.603 3.674 0.670
O -0.174 -2.332 -2.271
O 2.015 -3.022 -2.042
S 3.320 -2.297 0.778
```

For reference, the natural (NBO) charges in units of e are:
1. C -0.17
2. C 0.68
3. C -0.06
4. C -0.17
5. C 0.79
6. C -0.54
7. H 0.38
8. H 0.36
9. H 0.22
10. H 0.16
11. H 0.16
12. H 0.52
13. H 0.44
14. H 0.24
15. H 0.28
16. H 0.25
17. H 0.15
18. H 0.44
19. N -0.84
20. N -0.63
21. O -0.68
22. O -0.71
23. O -0.59
24. O -0.71
25. S 0.03

No. 4
The following is a quantum chemistry calculation of C6H12N2O5 as an isolated structure in a non-equilibrium geometry, from OMol25.

Relative energy (zero: lowest compared OMol25 entry of this formula, charge and spin)   155.43 kcal per mole
E_HOMO   -8.684 eV
Frontier orbital gap   9.181 eV
DFT total energy   -19628.0379 eV

Structure (XYZ):
```
25
C6H12N2O5 (wB97M-V/def2-TZVPD)
C -0.286 -1.462 0.614
C -0.614 1.096 1.063
C 0.839 0.713 0.730
C 1.292 1.390 -0.514
C -3.593 -0.325 0.114
C 2.767 -1.644 -0.530
N -1.371 -0.610 0.448
N 0.914 -0.696 0.717
O -0.501 -2.619 0.718
O -1.100 2.070 0.258
O 1.688 1.284 1.761
O -2.570 -0.863 0.937
O 2.126 -1.444 0.793
H -0.774 1.191 2.145
H 1.212 2.455 -0.441
H 0.497 0.939 -1.259
H 2.352 1.178 -0.754
H -3.984 -0.950 -0.639
H -3.353 0.659 -0.305
H -4.372 -0.166 0.831
H 2.472 -2.671 -0.815
H 3.850 -1.580 -0.318
H 2.444 -0.857 -1.317
H -1.939 2.254 0.452
H 1.778 0.699 2.535
```

For reference, the natural (NBO) charges in units of e are:
1. C 0.73
2. C 0.26
3. C 0.32
4. C -0.63
5. C -0.24
6. C -0.27
7. N -0.23
8. N -0.22
9. O -0.59
10. O -0.66
11. O -0.73
12. O -0.35
13. O -0.35
14. H 0.19
15. H 0.24
16. H 0.22
17. H 0.23
18. H 0.19
19. H 0.17
20. H 0.19
21. H 0.20
22. H 0.20
23. H 0.20
24. H 0.48
25. H 0.48

No. 5
The following is a quantum chemistry calculation of C6H12N2OPSc as an isolated structure in a non-equilibrium geometry, from OMol25.

E_HOMO (alpha / beta)   -5.565 / -5.810 eV
Frontier orbital gap (alpha / beta)   5.411 / 5.367 eV
DFT total energy   -41429.0955 eV

Structure (XYZ):
```
23
C6H12N2OPSc (wB97M-V/def2-TZVPD)
C -0.339 0.480 -0.758
C -1.314 1.403 -1.212
C -0.670 2.645 -1.491
C 0.725 2.504 -1.225
C 0.969 1.184 -0.778
Sc 1.832 -1.955 0.762
P 0.005 -3.622 0.197
H -0.491 -0.578 -0.506
H -2.375 1.183 -1.331
H -1.160 3.542 -1.871
H 1.945 0.735 -0.546
H 1.488 3.274 -1.349
H 0.279 -4.721 -0.713
H -1.229 -3.154 -0.429
H -0.628 -4.397 1.249
N -0.214 1.076 2.551
C 0.354 -0.073 2.918
N 0.281 -0.453 4.200
O 0.976 -0.822 2.079
H -0.715 1.609 3.255
H -0.204 1.376 1.578
H 0.716 -1.323 4.485
H -0.215 0.112 4.881
```

For reference, the natural (NBO) charges in units of e are:
1. C -0.43
2. C -0.34
3. C -0.35
4. C -0.33
5. C -0.41
6. Sc 0.89
7. P -0.13
8. H 0.15
9. H 0.19
10. H 0.20
11. H 0.16
12. H 0.20
13. H 0.06
14. H 0.05
15. H 0.01
16. N -0.77
17. C 0.83
18. N -0.80
19. O -0.88
20. H 0.40
21. H 0.48
22. H 0.42
23. H 0.41

No. 6
The following is a quantum chemistry calculation of C6H12N2OPSn as an isolated structure in a non-equilibrium geometry, from OMol25.

Total charge   +1
Relative energy (zero: lowest compared OMol25 entry of this formula, charge and spin)   13.03 kcal per mole
E_HOMO (alpha / beta)   -10.367 / -9.965 eV
Frontier orbital gap (alpha / beta)   6.553 / 5.981 eV
DFT total energy   -26554.9198 eV

Structure (XYZ):
```
23
C6H12N2OPSn (wB97M-V/def2-TZVPD)
C 0.340 -0.304 -3.175
C -0.663 -1.244 -3.561
C -0.404 -2.476 -2.890
C 0.793 -2.321 -2.130
C 1.263 -0.987 -2.312
Sn -1.469 0.639 0.873
P -0.605 3.307 0.296
H 0.423 0.719 -3.516
H -1.493 -1.043 -4.234
H -0.988 -3.384 -2.977
H 2.159 -0.565 -1.868
H 1.266 -3.088 -1.518
H -1.470 4.274 0.885
H -0.897 3.552 -1.062
H 0.631 4.022 0.387
N -0.205 1.025 3.265
C 0.213 -0.242 2.871
N 0.229 -1.243 3.794
O 0.461 -0.413 1.634
H -0.154 1.264 4.257
H 0.166 1.740 2.630
H 0.421 -2.216 3.616
H -0.018 -1.015 4.738
```

For reference, the natural (NBO) charges in units of e are:
1. C -0.27
2. C -0.27
3. C -0.07
4. C -0.38
5. C -0.10
6. Sn 0.68
7. P -0.03
8. H 0.22
9. H 0.22
10. H 0.22
11. H 0.21
12. H 0.22
13. H 0.06
14. H 0.07
15. H 0.08
16. N -0.84
17. C 0.78
18. N -0.78
19. O -0.71
20. H 0.42
21. H 0.41
22. H 0.44
23. H 0.41

Look up the DFT total energy of the sixth one. -26554.9198 eV

Number 4 is which compound? C6H12N2O5